# 1
This record from the Open Molecules 2025 dataset describes 2 unconnected molecules or ions with the total composition C3H5IN2O at a distorted geometry. The level of theory is ωB97M-V/def2-TZVPD.

Last column: Mulliken charge in e.
Positions of all 12 atoms, in Å:
C 0.13 0.74 0.29  0.05
C 1.36 1.18 0.53  -0.65
C -0.32 -0.71 0.72  -0.99
N 1.88 1.65 -3.65  -0.38
N 1.63 0.98 -2.79  0.85
O 1.25 0.26 -1.98  -0.46
I 2.21 3.01 -0.19  0.01
H -0.60 1.25 -0.28  0.37
H 2.12 0.67 1.11  0.34
H 0.03 -1.43 -0.11  0.20
H -1.40 -0.80 0.95  0.32
H 0.36 -0.85 1.50  0.35

The value obtained for the HOMO-LUMO gap is 9.431 eV. Its SMILES is N#[N+][O-].C/C=C/I. The LUMO energy comes out at 0.48 eV. For the energy above the lowest of the compared OMol25 structures with the same formula, charge and spin, the calculation gives 49.8 kcal/mol. Its HOMO energy is -8.95 eV.

***

# 2
This record from the Open Molecules 2025 dataset describes a molecular structure, C25H17GdN3O4S2. The level of theory is ωB97M-V/def2-TZVPD.

Last column: Mulliken charge in e.
Positions of all 52 atoms, in Å:
Gd 0.31 -0.19 0.89  1.10
O 2.73 -3.13 -1.84  -0.46
C 1.96 -2.51 -0.96  0.16
O 2.19 -1.41 -0.51  -0.47
C 0.75 -3.30 -0.55  0.53
C 0.30 -4.46 -1.14  -0.47
C -0.88 -5.01 -0.64  -0.84
C -1.54 -4.40 0.42  -0.68
C -0.99 -3.24 0.95  1.52
N 0.13 -2.72 0.47  -0.12
C -1.49 -2.45 2.14  0.13
O -2.60 -2.81 2.75  -0.46
O -0.82 -1.54 2.59  -0.57
H 3.48 -2.56 -2.05  0.42
H 0.84 -4.91 -1.96  0.58
H -1.28 -5.91 -1.08  0.46
H -2.45 -4.84 0.80  0.28
H -3.09 -3.47 2.24  0.32
S 0.87 4.69 1.36  -0.36
C -0.38 4.55 0.17  0.86
C -1.05 5.57 -0.49  -0.75
C -2.02 5.21 -1.40  -0.45
C -2.32 3.87 -1.64  -0.84
C -1.66 2.86 -0.98  0.11
C -0.67 3.21 -0.06  -0.67
N 0.11 2.32 0.69  -0.27
C 0.94 2.97 1.47  0.93
C 1.88 2.27 2.37  0.34
C 2.72 2.98 3.23  -0.96
C 3.59 2.30 4.07  -0.69
C 3.62 0.91 4.06  -0.74
C 2.78 0.20 3.21  -0.26
C 1.92 0.88 2.36  0.28
H -0.82 6.61 -0.30  0.40
H -2.57 5.98 -1.94  0.40
H -3.10 3.61 -2.35  0.42
H -1.91 1.82 -1.14  0.31
H 2.70 4.07 3.26  0.39
H 4.23 2.86 4.74  0.40
H 4.30 0.39 4.72  0.38
H 2.82 -0.88 3.23  0.44
S -2.52 -0.60 0.04  -0.31
C -1.74 -0.81 -1.50  0.54
C -2.43 -1.24 -2.64  -0.98
C -1.77 -1.32 -3.85  -0.16
C -0.43 -0.96 -3.92  -0.89
C 0.19 -0.56 -2.77  -0.60
N -0.43 -0.50 -1.58  0.32
H -3.48 -1.49 -2.55  0.50
H -2.30 -1.65 -4.73  0.44
H 0.12 -0.98 -4.86  0.46
H 1.24 -0.26 -2.77  0.55

The value obtained for the HOMO-LUMO gap (alpha / beta) is 6.624 / 6.596 eV. The LUMO energy (alpha / beta) comes out at -3.84 / -3.88 eV. Its charge is +1. For the energy above the lowest of the compared OMol25 structures with the same formula, charge and spin, the calculation gives 4.3 kcal/mol. Its spin multiplicity is 8. Its HOMO energy (alpha / beta) is -10.47 / -10.47 eV.

***

# 3
This record from the Open Molecules 2025 dataset describes a gas-phase ion, C5H10FN2 (charge +1) at a distorted geometry. The level of theory is ωB97M-V/def2-TZVPD.

Last column: Mulliken charge in e.
Positions of all 18 atoms, in Å:
C 2.22 0.23 -0.01  0.32
C -1.67 0.12 -0.15  -1.59
C -0.13 1.29 1.30  -1.22
C 0.59 -1.03 -1.57  -0.93
C -0.30 0.42 0.12  1.34
N 0.70 -0.14 -0.48  0.09
N 2.81 1.26 0.19  -0.41
F 2.66 -0.99 0.01  -0.23
H -2.32 0.24 0.74  0.39
H -2.00 0.79 -0.94  0.34
H -1.88 -0.88 -0.39  0.46
H -0.12 2.36 1.04  0.33
H 0.95 1.21 1.63  0.35
H -1.04 1.27 1.92  0.36
H 1.54 -1.57 -1.79  0.34
H -0.22 -1.68 -1.39  0.36
H 0.43 -0.47 -2.47  0.37
H 3.81 1.41 0.40  0.32

The value obtained for the HOMO-LUMO gap is 11.505 eV. Its SMILES is [H]/N=C(\F)[N+](C)=C(C)C. The LUMO energy comes out at -4.22 eV. Its charge is +1. For the energy above the lowest of the compared OMol25 structures with the same formula, charge and spin, the calculation gives 53.0 kcal/mol. Its HOMO energy is -15.73 eV.

***

# 4
This record from the Open Molecules 2025 dataset describes C4H13N2P in the gas phase at a distorted geometry. The level of theory is ωB97M-V/def2-TZVPD.

Last column: Mulliken charge in e.
Positions of all 20 atoms, in Å:
C -0.08 -3.06 1.19  -1.04
C -0.47 2.62 -0.01  -1.03
C 0.64 -1.93 0.49  -0.50
C 0.04 -0.44 0.64  -0.55
N 0.68 0.57 -0.17  -0.33
N -0.23 1.40 -0.83  -0.03
P 0.33 1.67 -2.47  -0.13
H -0.02 -2.87 2.21  0.33
H -1.19 -3.12 0.84  0.25
H 0.47 -4.05 0.90  0.29
H -1.42 3.02 -0.41  0.33
H -0.53 2.25 0.92  0.48
H 0.31 3.40 -0.25  0.29
H 0.68 -2.13 -0.51  0.38
H 1.68 -1.85 0.76  0.33
H -1.07 -0.34 0.39  0.37
H -0.02 -0.17 1.75  0.21
H 1.48 1.08 0.23  0.24
H -0.36 2.91 -2.60  0.04
H -0.90 1.05 -3.06  0.05

The value obtained for the HOMO-LUMO gap is 9.678 eV. Its SMILES is CCCNN(C)P. The LUMO energy comes out at 1.01 eV. For the energy above the lowest of the compared OMol25 structures with the same formula, charge and spin, the calculation gives 53.2 kcal/mol. Its HOMO energy is -8.67 eV.

***

Question: What is the energy above the lowest of the compared OMol25 structures with the same formula, charge and spin in the third record?
Answer: 53.0 kcal/mol

***

Question: Look up the energy above the lowest of the compared OMol25 structures with the same formula, charge and spin of the fourth one.
Answer: 53.2 kcal/mol

***

Question: Among the records above, which one has the lowest energy above the lowest of the compared OMol25 structures with the same formula, charge and spin?
Answer: C25H17GdN3O4S2

***

Repeat the second record exactly.
This record from the Open Molecules 2025 dataset describes a molecular structure, C25H17GdN3O4S2. The level of theory is ωB97M-V/def2-TZVPD.

Last column: Mulliken charge in e.
Positions of all 52 atoms, in Å:
Gd 0.31 -0.19 0.89  1.10
O 2.73 -3.13 -1.84  -0.46
C 1.96 -2.51 -0.96  0.16
O 2.19 -1.41 -0.51  -0.47
C 0.75 -3.30 -0.55  0.53
C 0.30 -4.46 -1.14  -0.47
C -0.88 -5.01 -0.64  -0.84
C -1.54 -4.40 0.42  -0.68
C -0.99 -3.24 0.95  1.52
N 0.13 -2.72 0.47  -0.12
C -1.49 -2.45 2.14  0.13
O -2.60 -2.81 2.75  -0.46
O -0.82 -1.54 2.59  -0.57
H 3.48 -2.56 -2.05  0.42
H 0.84 -4.91 -1.96  0.58
H -1.28 -5.91 -1.08  0.46
H -2.45 -4.84 0.80  0.28
H -3.09 -3.47 2.24  0.32
S 0.87 4.69 1.36  -0.36
C -0.38 4.55 0.17  0.86
C -1.05 5.57 -0.49  -0.75
C -2.02 5.21 -1.40  -0.45
C -2.32 3.87 -1.64  -0.84
C -1.66 2.86 -0.98  0.11
C -0.67 3.21 -0.06  -0.67
N 0.11 2.32 0.69  -0.27
C 0.94 2.97 1.47  0.93
C 1.88 2.27 2.37  0.34
C 2.72 2.98 3.23  -0.96
C 3.59 2.30 4.07  -0.69
C 3.62 0.91 4.06  -0.74
C 2.78 0.20 3.21  -0.26
C 1.92 0.88 2.36  0.28
H -0.82 6.61 -0.30  0.40
H -2.57 5.98 -1.94  0.40
H -3.10 3.61 -2.35  0.42
H -1.91 1.82 -1.14  0.31
H 2.70 4.07 3.26  0.39
H 4.23 2.86 4.74  0.40
H 4.30 0.39 4.72  0.38
H 2.82 -0.88 3.23  0.44
S -2.52 -0.60 0.04  -0.31
C -1.74 -0.81 -1.50  0.54
C -2.43 -1.24 -2.64  -0.98
C -1.77 -1.32 -3.85  -0.16
C -0.43 -0.96 -3.92  -0.89
C 0.19 -0.56 -2.77  -0.60
N -0.43 -0.50 -1.58  0.32
H -3.48 -1.49 -2.55  0.50
H -2.30 -1.65 -4.73  0.44
H 0.12 -0.98 -4.86  0.46
H 1.24 -0.26 -2.77  0.55

The value obtained for the HOMO-LUMO gap (alpha / beta) is 6.624 / 6.596 eV. The LUMO energy (alpha / beta) comes out at -3.84 / -3.88 eV. Its charge is +1. For the energy above the lowest of the compared OMol25 structures with the same formula, charge and spin, the calculation gives 4.3 kcal/mol. Its spin multiplicity is 8. Its HOMO energy (alpha / beta) is -10.47 / -10.47 eV.